# 1
Density functional theory data (the ωB97M-V functional and the def2-TZVPD basis) for an isolated ion of composition C32H42NO2SSi and charge +1 at a distorted geometry.

The geometry in ORCA input format:
```
! RIJCOSX wB97M-V def2-TZVPD def2/J DEFGRID3
* xyz 1 1
C -5.14 -2.26 -0.71
Si -4.62 -1.66 0.97
C -6.07 -1.05 1.96
C -3.70 -2.97 1.92
O -3.64 -0.32 0.72
C -2.25 -0.10 0.84
C -1.88 0.05 2.34
C -2.86 0.36 3.28
C -2.53 0.45 4.64
C -1.20 0.27 5.05
C -0.21 0.02 4.10
C -0.54 -0.06 2.74
C -1.49 -1.16 0.04
C -0.72 -2.15 0.66
C -0.02 -3.06 -0.14
C -0.17 -3.05 -1.52
C -1.03 -2.13 -2.12
C -1.72 -1.21 -1.33
C -2.01 1.31 0.17
C -2.75 2.45 0.89
C -1.71 3.20 1.72
C -0.34 2.81 1.14
N -0.62 1.73 0.22
C 0.34 1.26 -0.61
C 1.67 1.53 -0.47
C 2.69 0.79 -1.30
C 4.12 0.85 -0.73
C 4.94 -0.26 -0.92
C 6.23 -0.32 -0.36
C 6.65 0.72 0.47
C 5.81 1.81 0.72
C 4.57 1.91 0.06
H -5.74 -3.17 -0.60
H -5.74 -1.49 -1.22
H -4.27 -2.49 -1.34
H -6.78 -1.88 2.10
H -5.76 -0.71 2.96
H -6.58 -0.23 1.45
H -4.43 -3.71 2.27
H -2.96 -3.49 1.28
H -3.17 -2.55 2.79
H -3.89 0.52 2.97
H -3.32 0.66 5.36
H -0.95 0.34 6.11
H 0.83 -0.12 4.40
H 0.24 -0.24 2.00
H -0.68 -2.22 1.74
H 0.64 -3.78 0.35
H 0.39 -3.76 -2.15
H -1.20 -2.13 -3.20
H -2.45 -0.53 -1.79
H -2.33 1.26 -0.88
H -3.11 3.11 0.09
H -3.62 2.11 1.45
H -1.86 4.28 1.67
H -1.77 2.90 2.78
H 0.12 3.66 0.62
H 0.36 2.50 1.94
H 0.01 0.61 -1.43
H 1.99 2.23 0.31
H 2.38 -0.27 -1.30
H 4.56 -1.12 -1.48
H 6.86 -1.18 -0.57
H 7.63 0.66 0.96
H 6.10 2.60 1.42
H 3.94 2.79 0.21
C 4.54 -0.86 -3.95
S 3.76 0.75 -4.04
C 2.82 0.59 -5.55
C 2.56 1.26 -2.73
O 4.80 1.79 -4.14
H 3.83 -1.63 -3.63
H 4.89 -1.08 -4.97
H 5.40 -0.81 -3.28
H 1.86 0.10 -5.33
H 2.67 1.59 -5.96
H 3.40 -0.03 -6.25
H 1.56 1.02 -3.13
H 2.66 2.36 -2.76
*
```

For the maximum force, the calculation gives 2.06 eV Å⁻¹. The calculation puts the LUMO energy at -2.58 eV. Its HOMO-LUMO gap is 7.58 eV.


# 2
Density functional theory data (the ωB97M-V functional and the def2-TZVPD basis) for C32H43BrHgN7O3S2 as an isolated structure.

The geometry in ORCA input format:
```
! RIJCOSX wB97M-V def2-TZVPD def2/J DEFGRID3
* xyz -1 1
Hg 0.09 0.66 1.25
O -1.75 -2.89 -1.77
C -2.74 -2.05 -2.24
C -3.59 -2.53 -3.23
C -4.62 -1.74 -3.72
C -4.80 -0.46 -3.21
C -3.93 0.00 -2.23
C -2.88 -0.76 -1.73
C -1.98 -0.15 -0.65
O -0.66 -0.38 -0.83
N -2.56 -0.62 0.63
N -1.76 -0.31 1.77
C -2.55 0.21 2.78
C -2.35 0.45 4.06
Br -0.03 -1.52 4.70
C -2.49 1.07 5.21
C -2.25 2.51 5.41
C -1.81 3.34 4.37
C -1.61 4.69 4.57
C -1.84 5.26 5.82
C -2.27 4.45 6.86
C -2.47 3.10 6.66
H -1.87 -3.74 -2.21
H -3.45 -3.53 -3.62
H -5.28 -2.12 -4.50
H -5.60 0.17 -3.57
H -4.06 0.99 -1.81
H -2.20 0.94 -0.67
H -2.60 -1.64 0.58
H -3.57 0.42 2.46
H -2.69 0.51 6.12
H -1.63 2.90 3.40
H -1.26 5.31 3.75
H -1.68 6.32 5.98
H -2.45 4.88 7.84
H -2.80 2.47 7.47
O 2.70 0.56 1.41
N 3.30 1.58 0.88
C 4.60 1.45 0.54
C 5.32 2.47 -0.04
C 4.68 3.68 -0.29
C 3.35 3.80 0.04
C 2.63 2.75 0.64
S 0.98 2.94 1.06
H 5.01 0.48 0.78
H 6.36 2.30 -0.28
H 5.20 4.50 -0.75
H 2.81 4.71 -0.15
C 0.26 2.06 -4.82
N 0.28 1.46 -3.50
C 0.28 2.43 -2.42
C 1.18 0.40 -3.38
S 2.63 0.53 -2.56
N 0.78 -0.72 -4.03
C 1.64 -1.87 -4.14
C -0.58 -0.92 -4.49
H 1.18 2.63 -5.01
H -0.59 2.74 -4.89
H 0.16 1.31 -5.60
H -0.62 3.04 -2.52
H 1.17 3.08 -2.45
H 0.26 1.90 -1.48
H 2.68 -1.58 -4.04
H 1.48 -2.35 -5.11
H 1.40 -2.60 -3.35
H -1.24 -0.22 -4.00
H -0.88 -1.93 -4.22
H -0.65 -0.82 -5.58
C 0.45 -4.16 0.68
C 0.06 -2.72 1.10
N 1.25 -1.89 1.13
C 1.90 -1.90 -0.16
C 2.47 -3.31 -0.45
N 1.95 -4.22 0.63
C 2.53 -3.81 1.96
C 2.17 -2.33 2.18
H 0.10 -4.40 -0.32
H 0.12 -4.92 1.38
H -0.41 -2.69 2.09
H -0.61 -2.30 0.36
H 2.69 -1.15 -0.17
H 1.16 -1.62 -0.91
H 3.56 -3.36 -0.39
H 2.15 -3.72 -1.40
H 2.24 -5.17 0.43
H 3.60 -3.99 1.90
H 2.09 -4.47 2.71
H 3.05 -1.69 2.15
H 1.68 -2.19 3.15
*
```

For the maximum force, the calculation gives 0.63 eV Å⁻¹. The calculation puts the LUMO energy at 1.42 eV. Its HOMO-LUMO gap is 4.81 eV. Its energy above the lowest of the compared OMol25 structures with the same formula, charge and spin is 166.6 kJ/mol.


# 3
Density functional theory data (the ωB97M-V functional and the def2-TZVPD basis) for C32H43ClGeN9O3SV as an isolated structure.

The geometry in ORCA input format:
```
! RIJCOSX wB97M-V def2-TZVPD def2/J DEFGRID3
* xyz 0 3
V -0.83 0.23 -0.78
C 0.75 -2.37 -3.57
Ge -0.93 -2.69 -2.59
C -2.33 -2.38 -3.93
C -0.97 -4.60 -2.18
C -1.14 -1.60 -1.02
H 0.72 -2.90 -4.53
H 1.62 -2.73 -3.02
H 0.89 -1.30 -3.77
H -2.19 -3.02 -4.81
H -2.31 -1.34 -4.26
H -3.32 -2.60 -3.51
H -0.69 -5.21 -3.05
H -1.98 -4.89 -1.87
H -0.28 -4.83 -1.36
H -1.35 -2.23 -0.14
S -1.34 1.23 -3.11
C -2.94 1.81 -2.97
N -3.21 3.10 -2.78
C -4.55 3.64 -2.60
C -5.56 2.75 -3.31
C -5.35 1.32 -2.84
N -3.96 0.95 -3.07
H -2.40 3.69 -2.68
H -4.57 4.65 -3.00
H -4.79 3.70 -1.53
H -5.40 2.80 -4.39
H -6.57 3.07 -3.09
H -5.99 0.62 -3.38
H -5.58 1.23 -1.77
H -3.69 -0.02 -3.16
C 1.98 -1.80 0.03
C 2.17 -0.65 -0.90
N 1.26 0.21 -1.30
C 1.90 1.10 -2.15
C 3.20 0.76 -2.27
N 3.37 -0.34 -1.46
C 4.62 -1.04 -1.26
N 5.60 -0.15 -0.66
N 6.81 0.00 -1.24
N 7.54 0.78 -0.54
C 6.79 1.18 0.55
C 7.12 2.03 1.61
C 6.16 2.25 2.57
C 4.88 1.64 2.48
C 4.54 0.80 1.45
C 5.54 0.58 0.48
H 1.00 -1.71 0.50
H 2.75 -1.80 0.81
H 2.02 -2.75 -0.50
H 1.37 1.92 -2.59
H 4.02 1.21 -2.82
H 5.04 -1.38 -2.20
H 4.43 -1.89 -0.61
H 8.10 2.50 1.66
H 6.37 2.90 3.40
H 4.15 1.83 3.25
H 3.56 0.36 1.39
C 2.63 -1.71 4.41
C 1.21 -1.29 4.64
C 0.37 -2.01 5.48
C -0.93 -1.59 5.71
Cl -1.96 -2.53 6.77
C -1.43 -0.46 5.11
C -0.61 0.27 4.26
C 0.70 -0.14 4.02
O 1.58 0.55 3.23
C 1.10 1.67 2.52
C 0.28 1.32 1.31
O 0.14 2.21 0.44
O -0.22 0.17 1.20
H 2.85 -2.61 4.98
H 3.33 -0.94 4.70
H 2.81 -1.92 3.35
H 0.74 -2.90 5.97
H -2.45 -0.15 5.29
H -1.01 1.14 3.76
H 1.97 2.23 2.19
H 0.52 2.33 3.17
C -4.25 -1.13 -0.11
C -3.87 0.25 0.28
N -2.76 0.89 -0.02
C -2.88 2.16 0.54
C -4.08 2.27 1.17
N -4.69 1.05 1.00
H -3.48 -1.52 -0.77
H -5.23 -1.14 -0.59
H -4.29 -1.79 0.76
H -2.08 2.87 0.46
H -4.52 3.07 1.74
H -5.58 0.77 1.38
*
```

The expectation value of S² is 2.23. For the maximum force, the calculation gives 0.71 eV Å⁻¹. The calculation puts the LUMO energy (alpha / beta) at 0.12 / 0.12 eV. Its HOMO-LUMO gap (alpha / beta) is 6.31 / 6.34 eV. Its energy above the lowest of the compared OMol25 structures with the same formula, charge and spin is 0.0 kJ/mol.